Entry 1:
3 unconnected molecules or ions with the total composition C2H10NO3. Source: OMol25; level of theory: ωB97M-V/def2-TZVPD.

```
! RIJCOSX wB97M-V def2-TZVPD def2/J DEFGRID3
* xyz -1 1
C -1.04 -1.01 -0.08
O -0.07 -0.81 0.81
C -1.12 0.11 -1.17
N 0.16 0.22 -1.96
H -2.12 -1.08 0.36
H -0.71 -2.04 -0.67
H -0.97 1.14 -0.68
H -2.13 0.25 -1.84
H 0.20 -0.75 -2.42
H 0.74 0.01 -1.13
H 3.06 -0.34 0.52
H 1.45 -0.57 0.48
O 2.33 -0.73 -0.04
H 0.04 2.04 2.71
H -0.49 1.13 1.67
O -0.67 2.05 2.00
*
```

Properties
**Orbital gap**: 0.28931 Ha
**E_LUMO**: 4.06 eV
**Total energy**: -9868.2933 eV

=====

Entry 2:
A molecular structure, C64H69BaIN4O3PS2Te. Source: OMol25; level of theory: ωB97M-V/def2-TZVPD.

```
! RIJCOSX wB97M-V def2-TZVPD def2/J DEFGRID3
* xyz 1 1
Ba 0.15 0.60 -1.75
C -4.03 0.96 5.16
C -2.85 1.85 4.72
C -3.15 3.31 5.11
C -1.60 1.39 5.47
C -2.70 1.75 3.21
C -1.51 1.40 2.59
C -1.40 1.25 1.19
N -0.25 0.80 0.57
C 0.80 0.20 1.20
C 0.76 -0.48 2.46
C 1.91 -0.84 3.09
C 3.15 -0.41 2.53
C 3.27 0.12 1.27
C 2.07 0.20 0.47
O 2.05 0.25 -0.81
C 4.62 0.69 0.81
C 5.81 0.08 1.57
C 4.90 0.51 -0.69
C 4.55 2.19 1.12
C 1.96 -1.63 4.40
C 2.59 -0.77 5.50
C 2.80 -2.90 4.18
C 0.57 -2.07 4.86
C -2.53 1.64 0.39
O -2.38 1.73 -0.99
C -3.72 2.07 1.00
C -3.78 2.04 2.39
C -4.95 2.62 0.24
C -4.60 4.01 -0.31
C -5.40 1.69 -0.90
C -6.17 2.81 1.15
H -4.07 0.91 6.25
H -3.90 -0.06 4.78
H -4.98 1.34 4.81
H -3.32 3.38 6.19
H -4.03 3.69 4.60
H -2.30 3.95 4.86
H -1.78 1.45 6.54
H -0.74 2.02 5.23
H -1.36 0.36 5.22
H -0.61 1.28 3.17
H -0.20 -0.76 2.87
H 4.04 -0.54 3.12
H 5.80 -1.01 1.50
H 5.81 0.37 2.63
H 6.74 0.44 1.13
H 4.91 -0.55 -0.96
H 5.88 0.94 -0.92
H 4.15 1.00 -1.30
H 4.47 2.36 2.19
H 3.67 2.61 0.63
H 5.44 2.71 0.74
H 3.62 -0.49 5.26
H 2.60 -1.31 6.44
H 2.01 0.15 5.64
H 3.80 -2.66 3.80
H 2.31 -3.56 3.47
H 2.91 -3.43 5.13
H -0.07 -1.21 5.07
H 0.66 -2.64 5.79
H 0.09 -2.70 4.11
H -4.70 2.33 2.87
H -3.79 3.98 -1.04
H -4.29 4.67 0.51
H -5.47 4.45 -0.80
H -4.58 1.36 -1.52
H -6.12 2.21 -1.54
H -5.89 0.80 -0.49
H -5.99 3.60 1.89
H -6.44 1.89 1.66
H -7.02 3.12 0.54
C 0.99 3.99 0.86
C 1.75 3.83 -0.41
N 1.54 2.91 -1.32
C 2.44 3.01 -2.37
C 3.33 4.03 -2.24
S 3.04 4.91 -0.80
C 2.44 2.09 -3.53
C 3.42 2.05 -4.47
S 3.06 0.87 -5.65
C 1.61 0.48 -4.83
N 1.42 1.19 -3.75
C 0.69 -0.60 -5.31
H 0.37 3.12 1.04
H 0.35 4.88 0.82
H 1.67 4.12 1.71
H 4.14 4.32 -2.90
H 4.32 2.64 -4.53
H 0.93 -0.87 -6.34
H -0.35 -0.28 -5.25
H 0.80 -1.49 -4.68
I -2.13 -1.65 -2.63
C -1.39 -3.27 -3.87
C -2.24 -3.42 -4.93
C -2.15 -4.53 -5.79
C -1.22 -5.48 -5.53
C -0.32 -5.35 -4.44
C 0.60 -6.40 -4.21
C 1.49 -6.32 -3.19
C 1.51 -5.16 -2.39
C 0.64 -4.11 -2.56
P 0.89 -2.63 -1.46
C 0.01 -3.27 0.03
C -1.00 -2.50 0.61
C -1.73 -2.95 1.70
C -1.43 -4.17 2.27
C -0.42 -4.95 1.72
C 0.29 -4.51 0.61
C 2.65 -2.87 -1.03
C 3.11 -3.07 0.26
C 4.47 -3.28 0.50
C 5.37 -3.27 -0.55
C 4.92 -3.02 -1.84
C 3.58 -2.81 -2.08
C -0.36 -4.20 -3.58
H -3.02 -2.69 -5.09
H -2.85 -4.63 -6.61
H -1.15 -6.38 -6.14
H 0.58 -7.26 -4.86
H 2.19 -7.12 -2.99
H 2.27 -5.10 -1.62
H -1.20 -1.51 0.21
H -2.53 -2.33 2.09
H -1.98 -4.53 3.13
H -0.17 -5.91 2.16
H 1.06 -5.14 0.20
H 2.42 -3.08 1.09
H 4.81 -3.44 1.51
H 6.42 -3.46 -0.37
H 5.62 -3.00 -2.67
H 3.23 -2.63 -3.09
O -3.76 -0.82 0.08
N -3.95 -0.88 -1.04
Te -1.28 3.26 -1.80
C -2.60 4.00 -3.26
C -2.18 5.19 -3.85
C -2.92 5.74 -4.89
C -4.08 5.11 -5.33
C -4.50 3.93 -4.73
C -3.75 3.36 -3.70
H -1.28 5.69 -3.51
H -2.59 6.66 -5.36
H -4.66 5.54 -6.14
H -5.40 3.44 -5.06
H -4.07 2.44 -3.25
*
```

Properties
**Orbital gap (alpha / beta)**: 0.23010 / 0.22577 Ha
**E_LUMO (alpha / beta)**: -3.36 / -2.71 eV
**Total energy**: -126631.3353 eV

=====

Entry 3:
CH2N4O in the gas phase. Source: OMol25; level of theory: ωB97M-V/def2-TZVPD.

```
! RIJCOSX wB97M-V def2-TZVPD def2/J DEFGRID3
* xyz 0 1
H 1.49 -1.52 0.44
N 1.01 -0.98 1.22
C 0.37 -0.14 0.48
N -0.09 0.11 -0.87
N -1.00 0.98 -0.92
N -1.30 1.47 0.21
O -0.45 0.77 1.18
H -0.03 -0.70 -1.75
*
```

Properties
**Orbital gap**: 0.36230 Ha
**E_LUMO**: 0.08 eV
**Total energy**: -9073.4480 eV
**Structure (SMILES)**: [H]/N=c1\[nH]nno1

=====

Entry 4:
A molecular structure, CH2N2O3S. Source: OMol25; level of theory: ωB97M-V/def2-TZVPD.

```
! RIJCOSX wB97M-V def2-TZVPD def2/J DEFGRID3
* xyz 0 1
C 1.23 0.12 0.52
N -2.09 -0.87 0.05
N 1.00 -0.80 -0.31
O 0.16 0.61 0.96
O -0.81 0.96 -1.43
O -2.32 0.54 0.56
S -0.91 -0.02 -0.35
H 2.11 0.59 1.02
H 1.63 -1.14 -1.02
*
```

Properties
**Orbital gap**: 0.29322 Ha
**E_LUMO**: -0.89 eV
**Total energy**: -21019.8594 eV

=====

Strongest force on any atom
In order: 3.31; 5.55; 7.92; 5.13
Unit: eV/A